{
  "formula": "C4H11N3O2",
  "method": "ωB97M-V/def2-TZVPD",
  "elements": ["H", "N", "C", "N", "N", "C", "H", "H", "H", "H", "H", "H", "C", "C", "O", "O", "H", "H", "H", "H"],
  "coordinates": [[1.767, -0.679, 3.035], [1.238, -0.888, 2.204], [1.835, -1.332, 1.185], [3.200, -1.191, 0.885], [1.095, -2.046, 0.238], [1.201, -1.631, -1.169], [3.428, -1.127, -0.094], [3.841, -1.821, 1.338], [0.125, -2.057, 0.523], [1.981, -2.221, -1.656], [1.418, -0.583, -1.337], [0.268, -1.875, -1.672], [-3.468, 2.240, 0.077], [-2.113, 2.379, -0.506], [-1.221, 3.089, -0.153], [-2.032, 1.642, -1.665], [-4.299, 2.241, -0.628], [-3.555, 2.821, 0.986], [-3.590, 1.201, 0.333], [-1.118, 1.838, -1.923]],
  "mulliken_charge": [0.25, -0.63, 0.41, -0.47, -0.29, -1.00, 0.24, 0.22, 0.28, 0.34, 0.32, 0.34, -0.97, 0.72, -0.53, -0.46, 0.32, 0.30, 0.29, 0.32],
  "total_charge": 0,
  "smiles": "[H]/N=C(\\N)NC.CC(=O)O",
  "de_lowest_kcal_mol": 31.38,
  "total_energy_ha": -473.752757,
  "homo_ev": -9.214,
  "multiplicity": 1
}